6
Properties=species:S:1:pos:R:3:mulliken_charge:R:1 method="wB97M-V/def2-TZVPD" total_charge=-1 largest_force_ev_per_a=4.275 e_tot_ha=-343.733925 orbital_gap_ev="5.332 / 5.331"
C -0.412 -2.231 0.289 0.54
N 1.016 0.179 -1.190 -0.46
O 0.568 -2.739 0.806 -0.40
O -1.585 -2.202 -0.038 -0.36
F -0.054 1.143 -1.421 -0.32
H 0.546 -0.634 -1.528 -0.01

***

5
Properties=species:S:1:pos:R:3:mulliken_charge:R:1 method="wB97M-V/def2-TZVPD" total_charge=0 largest_force_ev_per_a=2.682 e_tot_ha=-288.749148 orbital_gap_ev="10.177 / 9.972"
C -0.138 0.019 -0.065 0.45
O -0.899 0.805 -0.793 -0.19
O -0.774 0.939 0.655 -0.19
F -0.388 -1.319 0.060 -0.15
H 2.200 -0.445 0.143 0.08

***

6
Properties=species:S:1:pos:R:3:lowdin_spin:R:1 method="wB97M-V/def2-TZVPD" total_charge=+2 largest_force_ev_per_a=4.208 spin_multiplicity=5 e_tot_ha=-1459.542849 orbital_gap_ev="5.810 / 7.675"
H 1.894 1.318 -1.515 0.02
O 1.066 0.927 -1.359 0.10
C 1.183 0.760 -0.107 0.40
O 0.921 0.346 0.915 0.08
Li -0.217 0.239 -2.794 0.04
Fe -1.107 -0.452 -0.595 3.36

***

7
Properties=species:S:1:pos:R:3:mulliken_charge:R:1 method="wB97M-V/def2-TZVPD" total_charge=0 largest_force_ev_per_a=3.915 e_tot_ha=-839.195422 orbital_gap_ev=9.214
C 0.665 -0.075 -0.151 -0.66
N -1.052 -0.141 0.239 0.84
O -1.248 -0.524 1.343 -0.48
O -1.779 0.172 -0.637 -0.50
I 1.704 0.738 1.492 0.21
I 0.779 0.948 -2.000 0.19
H 0.931 -1.118 -0.286 0.41

***

6
Properties=species:S:1:pos:R:3:mulliken_charge:R:1 method="wB97M-V/def2-TZVPD" total_charge=0 largest_force_ev_per_a=5.760 e_tot_ha=-1329.951719 orbital_gap_ev=8.327
C -0.498 0.185 0.152 -0.84
S 1.313 -0.119 0.524 -0.03
I -0.718 1.854 1.498 0.13
I -0.788 0.722 -1.871 0.18
I 1.840 -2.115 -0.668 0.01
H -1.149 -0.528 0.366 0.54

***

6
Properties=species:S:1:pos:R:3:lowdin_spin:R:1 method="wB97M-V/def2-TZVPD" total_charge=0 largest_force_ev_per_a=3.112 spin_multiplicity=2 e_tot_ha=-796.576262 orbital_gap_ev="2.752 / 7.989"
O -0.207 1.610 0.247 0.04
C -0.546 0.435 -0.102 0.13
O 0.023 -0.616 0.449 0.10
K 1.529 0.976 1.818 0.09
H -1.151 -0.353 -1.354 0.09
Li 0.353 -2.052 -1.059 0.54

***

7
Properties=species:S:1:pos:R:3:lowdin_spin:R:1 method="wB97M-V/def2-TZVPD" total_charge=0 largest_force_ev_per_a=4.059 spin_multiplicity=3 e_tot_ha=-639.759184 orbital_gap_ev="6.653 / 7.107"
C -0.484 1.209 -1.227 0.19
N -0.715 1.743 -2.215 0.30
N 0.688 -1.033 0.494 0.19
O 1.791 -1.190 0.028 0.03
O 0.035 -1.775 1.168 0.17
P -0.013 0.749 0.380 0.98
H -1.301 0.297 1.372 0.15

***

6
Properties=species:S:1:pos:R:3:mulliken_charge:R:1 method="wB97M-V/def2-TZVPD" total_charge=-1 largest_force_ev_per_a=2.912 e_tot_ha=-621.608745 orbital_gap_ev=5.005
C 3.210 -0.486 0.217 0.10
N 3.445 -1.608 0.373 -0.54
N -3.056 0.540 -0.541 0.02
O -3.400 0.945 0.559 -0.23
S 2.894 1.081 -0.008 -0.56
H -3.093 -0.472 -0.600 0.21

***

7
Properties=species:S:1:pos:R:3:mulliken_charge:R:1 method="wB97M-V/def2-TZVPD" total_charge=0 largest_force_ev_per_a=5.220 smiles="O=c1nn[nH]o1" e_tot_ha=-353.319435 orbital_gap_ev=9.870
O 0.774 2.107 0.090 -0.43
C 0.496 0.965 0.192 0.56
N 0.413 0.047 1.317 -0.15
N -0.029 -1.053 0.840 -0.07
N -0.185 -0.975 -0.555 -0.07
O -0.221 0.433 -0.905 -0.19
H -1.247 -1.525 -0.979 0.35

***

7
Properties=species:S:1:pos:R:3:mulliken_charge:R:1 method="wB97M-V/def2-TZVPD" total_charge=0 largest_force_ev_per_a=11.701 smiles="O=c1nn[nH]o1" e_tot_ha=-353.323169 orbital_gap_ev=10.502
O -0.206 -0.672 -2.197 -0.49
C 0.013 -0.414 -1.025 0.57
N 0.810 -0.932 -0.097 -0.27
N 0.562 -0.408 1.057 -0.18
N -0.050 0.561 0.936 0.36
O -0.411 0.886 -0.305 -0.29
H -0.719 0.979 1.631 0.30

***

7
Properties=species:S:1:pos:R:3:mulliken_charge:R:1 method="wB97M-V/def2-TZVPD" total_charge=0 largest_force_ev_per_a=3.456 smiles=Oc1nnon1 e_tot_ha=-353.351810 orbital_gap_ev=11.344
O 1.483 -0.657 0.289 -0.46
C 0.372 0.036 0.125 0.67
N -0.576 -0.382 -0.806 -0.20
N -1.562 0.301 -0.667 -0.05
O -1.297 1.131 0.406 -0.02
N -0.035 0.994 0.858 -0.28
H 1.616 -1.422 -0.206 0.34

***

7
Properties=species:S:1:pos:R:3:mulliken_charge:R:1 method="wB97M-V/def2-TZVPD" total_charge=0 largest_force_ev_per_a=4.512 smiles="O=c1nn[nH]o1" e_tot_ha=-353.346030 orbital_gap_ev=10.191
O -2.224 0.090 -0.045 -0.34
C -1.081 0.139 -0.169 0.50
N -0.170 1.293 0.017 -0.13
N 0.973 0.906 -0.001 -0.12
N 1.016 -0.466 -0.258 0.02
O -0.194 -1.025 0.082 -0.22
H 1.681 -0.937 0.374 0.29

***

8
Properties=species:S:1:pos:R:3:mulliken_charge:R:1 method="wB97M-V/def2-TZVPD" total_charge=0 largest_force_ev_per_a=2.436 smiles="O=NC(N=O)N=O" e_tot_ha=-428.415322 orbital_gap_ev="8.400 / 8.399"
O -2.144 0.376 -0.259 -0.23
N -1.360 0.224 0.637 0.03
C -0.007 0.033 0.055 0.07
N 0.379 -1.301 0.543 0.02
O 0.835 -2.072 -0.246 -0.24
N 0.847 1.050 0.591 0.00
O 1.387 1.672 -0.283 -0.24
H 0.064 0.016 -1.038 0.60

***

9
Properties=species:S:1:pos:R:3:mulliken_charge:R:1 method="wB97M-V/def2-TZVPD" total_charge=0 largest_force_ev_per_a=2.795 e_tot_ha=-826.714416 orbital_gap_ev=9.941
C -1.354 -1.453 -1.058 0.51
N -0.575 -0.828 -0.419 -0.21
N -0.752 1.507 0.971 -0.37
N 1.571 0.065 0.428 0.82
O 2.109 -0.963 0.063 -0.48
O 2.032 1.188 0.564 -0.52
O -2.041 -1.973 -1.846 -0.42
S -0.259 0.126 1.029 0.37
H -0.733 2.332 0.269 0.31

***

9
Properties=species:S:1:pos:R:3:mulliken_charge:R:1 method="wB97M-V/def2-TZVPD" total_charge=0 largest_force_ev_per_a=4.505 e_tot_ha=-826.566078 orbital_gap_ev="9.039 / 7.817"
C -2.670 0.773 0.068 0.59
N -3.484 1.597 -0.116 -0.37
N -0.945 -0.556 -0.428 -0.40
N 2.448 -0.187 0.045 0.87
O 2.114 -1.319 0.222 -0.52
O 3.587 0.343 -0.031 -0.50
O -1.928 -0.186 0.425 -0.11
S 1.285 1.014 -0.179 0.12
H -0.408 -1.480 -0.007 0.33

***

9
Properties=species:S:1:pos:R:3:lowdin_spin:R:1 method="wB97M-V/def2-TZVPD" total_charge=0 largest_force_ev_per_a=5.012 spin_multiplicity=3 e_tot_ha=-826.766134 orbital_gap_ev="8.692 / 9.594"
C -2.979 -1.378 -0.268 0.00
N 2.918 0.306 0.320 0.10
N 1.292 1.703 -0.510 0.03
N 2.120 0.958 -0.242 0.07
O -2.967 -0.477 -0.988 0.02
O -2.916 -2.255 0.423 0.00
O -0.480 0.017 1.184 0.66
S -0.764 1.098 0.245 1.09
H 3.775 0.028 -0.164 0.01

***

7
Properties=species:S:1:pos:R:3:mulliken_charge:R:1 method="wB97M-V/def2-TZVPD" total_charge=0 largest_force_ev_per_a=5.208 e_tot_ha=-676.238991 orbital_gap_ev=9.466
C -0.106 0.063 0.205 0.56
H -1.704 0.632 2.231 0.19
N 0.720 0.577 -0.694 -0.24
N 1.459 -0.313 -1.071 -0.01
N 0.204 -1.145 0.514 -0.28
O 1.295 -1.330 -0.378 0.01
S -1.544 0.988 0.520 -0.24

***

7
Properties=species:S:1:pos:R:3:mulliken_charge:R:1 method="wB97M-V/def2-TZVPD" total_charge=0 largest_force_ev_per_a=5.797 smiles=Sc1nnon1 e_tot_ha=-676.258887 orbital_gap_ev=9.940
S -1.683 -0.776 0.697 -0.25
C -0.197 0.035 0.072 0.63
N -0.070 0.936 -0.836 -0.28
N 1.182 1.058 -1.146 -0.06
O 1.842 0.213 -0.374 0.04
N 0.934 -0.331 0.458 -0.29
H -0.943 -1.132 2.082 0.21

***

6
Properties=species:S:1:pos:R:3:mulliken_charge:R:1 method="wB97M-V/def2-TZVPD" total_charge=0 largest_force_ev_per_a=4.190 smiles="N=C=S.N#N" e_tot_ha=-601.171215 orbital_gap_ev=10.403
N -1.285 -0.516 0.488 -0.32
C -0.480 -0.765 -0.375 0.43
S 0.520 -1.524 -1.263 -0.33
H -1.872 0.037 1.036 0.26
N 1.930 1.619 0.386 -0.21
N 1.187 1.148 -0.272 0.18

***

7
Properties=species:S:1:pos:R:3:mulliken_charge:R:1 method="wB97M-V/def2-TZVPD" total_charge=-1 largest_force_ev_per_a=4.971 smiles=[O-]n1cnnn1 e_tot_ha=-332.913539 orbital_gap_ev=8.002
O -0.039 -2.027 0.014 -0.82
N 0.135 -0.757 -0.042 0.49
C -0.789 0.224 0.045 -0.15
N -0.153 1.423 0.006 -0.43
N 1.143 1.212 -0.017 -0.28
N 1.465 0.005 0.035 -0.27
H -1.761 -0.081 -0.042 0.45